No. 1
Formula: C28H64Cl12O8
Source: the Open Molecules 2025 dataset
Level of theory: wB97M-V/def2-TZVPD

Summary:
* electronic energy: -7229.192722 a.u.
* charge: 0
* HOMO: -9.4 eV
* energy relative to the best compared isomer or geometry (same formula, charge and spin): 2.953 eV
* orbital gap: 9.47 eV
* structure (SMILES): COCCOC.COCCOC.COCCOC.COCCOC.ClCCCl.ClCCCl.ClCCCl.ClCCCl.ClCCCl.ClCCCl

The geometry in XYZ format:
```
112
Properties=species:S:1:pos:R:3:mulliken_charge:R:1
C -3.108 -5.394 -2.024 -0.670
O -3.349 -6.793 -2.289 -0.358
C -4.282 -7.108 -3.297 -0.604
C -5.688 -6.830 -2.840 -0.290
O -6.023 -7.701 -1.775 -0.328
C -7.347 -7.522 -1.251 -0.788
H -3.085 -4.875 -2.983 0.326
H -2.202 -5.274 -1.431 0.256
H -3.870 -4.949 -1.383 0.231
H -4.106 -8.180 -3.386 0.265
H -4.054 -6.665 -4.267 0.406
H -6.387 -6.914 -3.672 0.373
H -5.796 -5.806 -2.482 0.297
H -7.182 -6.975 -0.323 0.282
H -7.774 -8.430 -0.825 0.277
H -8.139 -7.070 -1.848 0.325
C 4.786 -5.805 1.776 -0.718
O 5.818 -4.967 1.307 -0.249
C 6.186 -3.982 2.334 -0.610
C 7.449 -3.229 1.757 -0.518
O 7.120 -2.359 0.738 -0.279
C 8.363 -1.687 0.258 -0.772
H 3.952 -5.162 2.056 0.298
H 5.091 -6.402 2.635 0.285
H 4.497 -6.471 0.963 0.227
H 6.529 -4.503 3.227 0.363
H 5.335 -3.358 2.608 0.387
H 8.182 -3.967 1.431 0.312
H 7.854 -2.624 2.568 0.370
H 9.114 -2.418 -0.043 0.321
H 8.872 -1.020 0.954 0.319
H 8.149 -1.113 -0.643 0.265
C -4.255 -6.398 5.326 -0.755
O -4.864 -5.820 6.470 -0.318
C -4.718 -4.426 6.603 -0.570
C -5.480 -3.456 5.653 -0.544
O -6.759 -3.806 5.231 -0.333
C -7.811 -3.691 6.219 -0.698
H -3.168 -6.466 5.388 0.307
H -4.590 -6.042 4.352 0.312
H -4.551 -7.444 5.245 0.275
H -3.665 -4.192 6.756 0.428
H -5.078 -4.227 7.613 0.305
H -4.834 -3.291 4.790 0.327
H -5.590 -2.442 6.037 0.437
H -8.783 -3.778 5.735 0.224
H -7.747 -2.718 6.706 0.321
H -7.713 -4.472 6.974 0.283
C -0.734 8.381 -6.395 -0.749
O -0.966 7.607 -5.195 -0.313
C 0.235 7.230 -4.594 -0.598
C -0.048 6.550 -3.246 -0.462
O -0.509 7.453 -2.227 -0.345
C -1.756 8.085 -2.385 -0.572
H -0.084 7.807 -7.055 0.310
H -0.245 9.323 -6.149 0.311
H -1.644 8.608 -6.949 0.249
H 0.955 8.047 -4.632 0.389
H 0.721 6.523 -5.268 0.445
H 0.947 6.226 -2.943 0.282
H -0.757 5.731 -3.369 0.327
H -2.565 7.356 -2.332 0.266
H -1.875 8.625 -3.324 0.205
H -1.927 8.837 -1.614 0.255
Cl -7.450 2.681 -2.775 -0.187
C -6.830 1.067 -2.264 -0.406
C -7.315 0.825 -0.783 -0.453
Cl -6.619 2.050 0.356 -0.179
H -5.742 1.070 -2.327 0.304
H -7.208 0.297 -2.938 0.303
H -6.830 -0.121 -0.544 0.279
H -8.388 0.919 -0.614 0.338
Cl 4.537 -4.688 -5.383 -0.187
C 5.029 -5.288 -3.789 -0.392
C 5.773 -6.682 -3.924 -0.384
Cl 4.663 -7.959 -4.401 -0.175
H 4.132 -5.331 -3.171 0.293
H 5.659 -4.491 -3.393 0.249
H 6.270 -6.973 -2.998 0.290
H 6.572 -6.592 -4.660 0.305
Cl 7.354 5.748 -7.496 -0.191
C 7.308 6.125 -5.712 -0.432
C 7.587 4.848 -4.957 -0.427
Cl 6.205 3.734 -5.042 -0.173
H 6.310 6.452 -5.418 0.316
H 8.095 6.857 -5.527 0.294
H 7.705 5.130 -3.911 0.277
H 8.498 4.370 -5.317 0.337
Cl -0.679 0.181 0.687 -0.169
C 0.819 1.093 0.736 -0.456
C 1.824 0.566 -0.261 -0.369
Cl 1.135 0.555 -1.902 -0.188
H 1.225 1.190 1.743 0.323
H 0.551 2.128 0.525 0.286
H 2.078 -0.472 -0.050 0.291
H 2.680 1.240 -0.219 0.282
Cl 7.563 7.729 4.193 -0.186
C 6.275 8.567 3.208 -0.423
C 4.858 7.902 3.377 -0.444
Cl 4.714 6.178 2.842 -0.184
H 6.639 8.599 2.181 0.301
H 6.299 9.632 3.438 0.318
H 4.090 8.469 2.850 0.310
H 4.468 7.882 4.394 0.309
Cl -4.148 4.730 7.193 -0.198
C -3.001 4.357 5.846 -0.426
C -3.169 5.544 4.938 -0.426
Cl -2.539 7.052 5.652 -0.165
H -3.294 3.414 5.386 0.291
H -2.000 4.328 6.278 0.310
H -4.201 5.638 4.600 0.344
H -2.547 5.287 4.081 0.271
```

=====

No. 2
Formula: CH2O3S
Source: the Open Molecules 2025 dataset
Level of theory: wB97M-V/def2-TZVPD

Summary:
* electronic energy: -663.055128 a.u.
* charge: 0
* HOMO: -8.6 eV
* energy relative to the best compared isomer or geometry (same formula, charge and spin): 3.204 eV
* orbital gap: 8.79 eV

The geometry in XYZ format:
```
7
Properties=species:S:1:pos:R:3:mulliken_charge:R:1
C 1.473 1.146 -0.290 -0.293
O -1.978 0.189 0.482 -0.430
O 0.397 0.727 0.251 -0.064
O -0.361 -1.455 -0.549 -0.472
S -0.952 0.075 -0.479 0.729
H 2.294 1.424 0.468 0.155
H -0.873 -2.107 0.117 0.374
```

=====

No. 3
Formula: C34H35N3O2
Source: the Open Molecules 2025 dataset
Level of theory: wB97M-V/def2-TZVPD

Summary:
* electronic energy: -1631.283134 a.u.
* charge: 0
* HOMO: -4.9 eV
* orbital gap: 2.81 eV

The geometry in XYZ format:
```
74
Properties=species:S:1:pos:R:3:mulliken_charge:R:1
C 4.006 -3.152 2.929 -0.819
C 5.146 -2.218 2.526 -0.622
N 4.800 -0.857 2.828 0.031
C 5.764 0.218 2.908 -0.751
C 4.889 1.485 3.093 -0.646
C 3.479 0.991 2.999 0.425
C 2.249 1.605 3.011 -1.454
C 1.049 0.822 2.842 0.529
C -0.207 1.453 3.036 -0.176
C -1.472 0.824 3.153 0.651
C -2.667 1.612 2.972 -1.160
C -3.893 0.993 2.901 0.417
C -3.942 -0.410 3.025 0.391
N -5.214 -0.863 2.985 0.041
C -5.562 -2.230 3.252 -0.624
C -4.415 -3.154 2.846 -0.816
C -3.047 -2.701 3.385 -0.817
C -2.827 -1.227 3.273 0.466
C -1.616 -0.573 3.446 -1.533
C -6.176 0.214 2.903 -0.824
C -5.301 1.486 2.773 -0.453
C 1.187 -0.562 2.482 -1.371
C 2.405 -1.218 2.591 0.484
C 3.528 -0.406 2.828 0.382
C 2.630 -2.687 2.423 -0.799
H 4.220 -4.155 2.548 0.375
H 3.976 -3.217 4.024 0.333
H 6.073 -2.463 3.061 0.402
H 5.348 -2.333 1.445 0.294
H 6.452 0.061 3.751 0.342
H 6.374 0.266 1.993 0.325
H 5.104 1.947 4.065 0.314
H 5.128 2.221 2.315 0.317
H 2.161 2.679 3.180 0.466
H -0.202 2.543 3.074 0.419
H -2.579 2.691 2.840 0.377
H -5.780 -2.369 4.327 0.300
H -6.481 -2.464 2.697 0.390
H -4.634 -4.165 3.201 0.385
H -4.367 -3.193 1.751 0.321
H -2.944 -3.007 4.437 0.344
H -2.262 -3.227 2.829 0.346
H -0.758 -1.145 3.803 1.128
H -6.836 0.077 2.033 0.309
H -6.819 0.234 3.797 0.370
H -5.561 2.215 3.553 0.081
H -5.489 1.964 1.802 0.340
H 0.324 -1.121 2.117 1.053
H 2.518 -2.957 1.362 0.329
H 1.853 -3.235 2.969 0.346
C -4.744 4.763 5.227 -1.228
C -3.616 4.271 6.095 -0.114
O -2.394 4.902 5.682 -0.355
C -1.380 4.544 6.530 0.574
C -0.093 5.053 6.128 -0.980
C 1.057 4.865 6.891 0.961
C 1.030 4.289 8.210 -0.639
C 2.192 4.042 8.910 -0.574
C 3.443 4.352 8.352 0.524
C 4.641 4.030 9.066 0.119
N 5.616 3.753 9.652 -0.622
C 3.503 4.969 7.089 -0.621
C 2.348 5.245 6.382 -0.700
O -1.630 3.832 7.516 -0.750
H -5.663 4.245 5.515 0.371
H -4.905 5.837 5.363 0.363
H -4.556 4.575 4.165 0.230
H -3.821 4.509 7.147 0.367
H -3.492 3.182 6.001 0.210
H -0.053 5.608 5.199 0.315
H 0.063 4.022 8.628 0.469
H 2.140 3.596 9.905 0.389
H 4.481 5.221 6.671 0.398
H 2.392 5.737 5.407 0.333
```

=====

No. 4
Formula: C3H10NO2
Source: the Open Molecules 2025 dataset
Level of theory: wB97M-V/def2-TZVPD

Summary:
* electronic energy: -325.483934 a.u.
* charge: -1
* HOMO: -2.7 eV
* energy relative to the best compared isomer or geometry (same formula, charge and spin): 1.925 eV
* orbital gap: 6.64 eV

The geometry in XYZ format:
```
16
Properties=species:S:1:pos:R:3:mulliken_charge:R:1
C -0.121 0.629 1.657 -0.788
N 0.027 0.423 0.176 -0.355
C 0.236 -0.900 -0.581 -0.442
C 1.672 -0.801 -1.263 -0.505
O 1.640 0.126 -2.239 -0.855
H -0.036 1.670 1.973 0.297
H 0.735 0.024 2.141 0.302
H -1.079 0.298 2.039 0.233
H 0.614 0.960 -0.381 0.168
H -0.535 -0.922 -1.489 0.164
H -0.062 -1.760 0.081 0.408
H 2.021 -1.894 -1.534 0.208
H 2.293 -0.509 -0.383 0.162
H -1.661 0.847 -0.041 0.442
H -3.151 0.518 -0.071 0.283
O -2.594 1.289 -0.085 -0.722
```

=====

No. 5
Formula: C2H5N3O2
Source: the Open Molecules 2025 dataset
Level of theory: wB97M-V/def2-TZVPD

Summary:
* electronic energy: -393.785274 a.u.
* charge: 0
* HOMO: -9.6 eV
* energy relative to the best compared isomer or geometry (same formula, charge and spin): 6.367 eV
* orbital gap: 10.48 eV
* structure (SMILES): [H]/N=C(\NO)ON=C

The geometry in XYZ format:
```
12
Properties=species:S:1:pos:R:3:mulliken_charge:R:1
C -0.364 0.507 -0.116 0.654
C 2.729 -0.486 0.310 -0.277
H -2.606 -1.547 -0.122 0.349
H -2.286 0.712 -0.740 0.266
H -1.127 2.170 0.548 0.258
H 3.597 0.074 -0.050 0.276
H 2.682 -1.371 0.843 0.336
N -1.633 -0.079 -0.550 -0.305
N -0.243 1.683 0.359 -0.631
N 1.772 0.007 -0.406 -0.447
O -2.215 -0.925 0.494 -0.378
O 0.500 -0.505 -0.176 -0.102
```

=====

No. 6
Formula: C19H34BNO9P
Source: the Open Molecules 2025 dataset
Level of theory: wB97M-V/def2-TZVPD

Summary:
* electronic energy: -1842.332098 a.u.
* charge: +1
* HOMO: -11.3 eV
* orbital gap: 7.45 eV

The geometry in XYZ format:
```
65
Properties=species:S:1:pos:R:3:mulliken_charge:R:1
C 0.762 -2.752 3.516 -0.854
C -0.166 -2.349 2.380 -0.143
O 0.584 -1.578 1.391 -0.171
B -0.091 -0.850 0.522 0.357
O -1.425 -0.988 0.201 -0.461
P 0.834 0.583 -0.447 0.034
C 2.629 0.391 -0.643 -0.532
C 3.465 1.554 0.004 -0.793
C 4.431 2.170 -0.982 0.167
O 5.594 1.971 -0.853 -0.497
N 3.926 2.983 -2.021 -0.272
C 4.037 4.417 -1.794 0.637
C 4.550 4.964 -0.628 -0.434
C 4.604 6.350 -0.504 -0.643
C 4.144 7.191 -1.508 -0.596
C 3.641 6.630 -2.674 -0.465
C 3.599 5.248 -2.819 -0.406
H 0.534 -2.154 4.391 0.333
H 0.579 -3.779 3.803 0.035
H 1.795 -2.607 3.227 0.321
H -0.607 -3.213 1.902 0.335
H -0.968 -1.745 2.785 0.270
H -1.890 -0.256 0.635 0.374
H 0.218 0.754 -1.691 0.167
H 0.585 1.765 0.259 0.106
H 2.810 0.421 -1.714 0.499
H 2.964 -0.564 -0.263 0.501
H 2.800 2.297 0.434 0.513
H 4.056 1.124 0.800 0.344
H 2.931 2.786 -2.103 0.304
H 4.932 4.367 0.183 0.389
H 5.016 6.771 0.399 0.362
H 4.183 8.260 -1.390 0.400
H 3.281 7.244 -3.482 0.394
H 3.226 4.845 -3.747 0.425
C -4.357 -7.815 3.200 -1.105
C -3.232 -7.199 2.399 -0.217
O -2.396 -6.357 3.214 -0.336
C -1.516 -7.005 3.979 0.749
O -1.343 -8.192 4.018 -0.541
O -0.845 -6.095 4.693 -0.318
C 0.100 -6.657 5.613 -0.717
H -4.927 -7.041 3.714 0.293
H -5.028 -8.368 2.543 0.361
H -3.972 -8.501 3.953 0.318
H -3.631 -6.544 1.627 0.293
H -2.624 -7.960 1.910 0.327
H 0.774 -7.345 5.108 0.341
H -0.420 -7.167 6.421 0.330
H 0.668 -5.824 6.018 0.220
C -3.530 5.196 -4.713 -1.096
C -3.165 3.878 -5.360 -0.164
O -2.434 3.024 -4.455 -0.364
C -3.170 2.391 -3.554 0.666
O -4.361 2.431 -3.429 -0.535
O -2.341 1.658 -2.786 -0.294
C -2.993 0.953 -1.731 -0.617
H -2.641 5.684 -4.313 0.292
H -3.994 5.856 -5.444 0.358
H -4.229 5.049 -3.891 0.316
H -2.494 4.041 -6.201 0.289
H -4.044 3.354 -5.731 0.325
H -3.816 0.344 -2.098 0.387
H -3.358 1.655 -0.977 0.359
H -2.242 0.307 -1.294 0.075
```

=====

No. 7
Formula: C19H43GaN3O2
Source: the Open Molecules 2025 dataset
Level of theory: wB97M-V/def2-TZVPD

Summary:
* electronic energy: -2989.140859 a.u.
* charge: -1
* HOMO (alpha / beta): -4.0 / -4.0 eV
* energy relative to the best compared isomer or geometry (same formula, charge and spin): 0.554 eV
* ⟨S²⟩: 2.0083
* orbital gap (alpha / beta): 6.28 / 6.01 eV
* 2S+1: 3

The geometry in XYZ format:
```
68
Properties=species:S:1:pos:R:3:mulliken_charge:R:1
C -2.812 2.103 2.724 -0.576
Ga -4.637 3.073 2.660 0.033
N -6.039 1.759 2.977 -0.642
H -2.888 1.009 2.874 -0.048
H -2.218 2.498 3.570 0.315
H -2.260 2.281 1.782 0.018
H -4.631 4.214 3.825 -0.229
H -4.845 3.895 1.271 -0.217
H -6.791 1.812 2.299 0.170
H -6.476 1.994 3.864 0.164
C 2.339 -3.494 3.047 -1.780
C 1.863 -2.803 1.755 1.755
C 2.196 -1.306 1.800 -0.651
C 1.272 -0.506 2.709 -0.880
C -0.180 -0.748 2.317 -0.119
C -0.560 -2.233 2.306 1.944
N 0.416 -3.067 1.541 0.355
O 0.169 -2.914 0.263 -0.542
C -0.678 -2.739 3.758 -2.046
C -1.984 -2.367 1.746 -1.658
C 2.732 -3.444 0.661 -1.668
H 2.242 -4.579 2.965 0.379
H 3.392 -3.270 3.229 0.418
H 1.809 -3.184 3.944 0.310
H 2.132 -0.888 0.790 -0.204
H 3.232 -1.166 2.121 0.483
H 1.443 -0.769 3.758 0.369
H 1.499 0.559 2.619 0.449
H -0.833 -0.203 3.003 0.356
H -0.352 -0.314 1.328 -0.519
H -0.711 -3.830 3.797 0.372
H -1.598 -2.374 4.217 0.504
H 0.121 -2.390 4.411 0.357
H -2.084 -1.933 0.751 0.139
H -2.690 -1.837 2.386 0.436
H -2.292 -3.414 1.700 0.464
H 2.499 -4.505 0.542 0.472
H 3.788 -3.363 0.927 0.411
H 2.609 -2.956 -0.306 0.189
C 0.953 2.109 -5.218 -1.649
C 1.323 2.449 -3.762 1.615
C 2.527 1.611 -3.311 -1.346
C 2.176 0.160 -3.007 -0.831
C 1.037 0.100 -1.993 -0.960
C -0.201 0.892 -2.439 2.115
N 0.139 2.274 -2.883 0.462
O 0.325 3.007 -1.817 -0.613
C -0.919 0.127 -3.569 -2.180
C -1.217 0.892 -1.288 -1.907
C 1.774 3.917 -3.836 -1.803
H 0.197 2.801 -5.596 0.375
H 1.831 2.198 -5.861 0.420
H 0.577 1.100 -5.364 0.287
H 2.963 2.055 -2.410 0.365
H 3.309 1.645 -4.074 0.469
H 1.909 -0.371 -3.926 0.337
H 3.052 -0.351 -2.599 0.389
H 0.765 -0.945 -1.817 0.354
H 1.401 0.485 -1.035 0.412
H -1.655 0.759 -4.069 0.413
H -1.456 -0.734 -3.167 0.469
H -0.245 -0.285 -4.319 0.422
H -0.805 1.301 -0.366 0.292
H -1.530 -0.128 -1.061 0.249
H -2.111 1.463 -1.547 0.532
H 0.942 4.572 -4.098 0.464
H 2.544 4.032 -4.601 0.400
H 2.203 4.267 -2.897 0.364
```

=====

Look up the electronic energy of the first one. -7229.192722 a.u.

=====

Which of these has the highest charge? C19H34BNO9P

=====

The highest charge belongs to which entry? C19H34BNO9P

=====

Number 6 is which compound? C19H34BNO9P